The following is a DFT calculation (ωB97M-V/def2-TZVPD) of 11 unconnected molecules or ions with the total composition C65H80N10O21 at a distorted geometry.

The geometry in XYZ format:
```
176
Properties=species:S:1:pos:R:3:mulliken_charge:R:1
C 1.120 -2.641 3.999 -1.656
C 0.363 -1.347 3.850 0.601
N -1.104 -1.563 3.990 0.985
C -1.623 -2.422 5.228 -1.183
C -1.730 -0.136 4.019 1.690
C -1.449 0.590 5.282 -1.486
C -1.640 -2.204 2.700 0.422
C -3.030 -2.675 2.743 -0.972
O -3.041 -4.035 2.885 -0.328
C -4.319 -4.599 2.756 -0.792
H 0.946 -3.343 3.210 0.324
H 0.939 -3.102 5.018 0.301
H 2.179 -2.435 3.861 0.558
H 0.474 -0.840 2.895 -0.491
H 0.543 -0.648 4.718 0.276
H -2.690 -2.212 5.378 0.306
H -0.991 -2.247 6.121 0.405
H -1.501 -3.450 4.971 0.462
H -2.774 -0.259 3.934 0.147
H -1.246 0.339 3.175 -1.190
H -0.783 1.480 5.106 0.239
H -0.926 -0.005 6.061 0.410
H -2.351 0.929 5.794 0.313
H -0.962 -3.065 2.447 0.332
H -1.403 -1.415 2.006 -0.628
H -3.544 -2.433 1.761 0.195
H -3.518 -2.120 3.490 0.748
H -4.981 -3.772 2.527 0.390
H -4.598 -5.121 3.664 0.284
H -4.262 -5.321 1.904 0.198
C 1.582 2.343 -4.050 -1.613
C 0.968 1.021 -3.493 0.801
N 1.980 -0.150 -3.320 1.729
C 1.160 -1.358 -2.879 0.151
C 2.801 -0.333 -4.609 -0.568
C 1.948 -0.515 -5.856 -1.125
C 2.853 0.288 -2.117 -0.148
C 3.631 -0.858 -1.617 0.875
O 4.631 -1.108 -2.539 -0.482
C 5.428 -2.245 -2.135 -0.789
H 1.911 2.319 -5.082 0.400
H 2.412 2.717 -3.417 0.297
H 0.789 3.087 -4.040 0.172
H 0.231 0.665 -4.182 0.234
H 0.468 1.104 -2.536 -0.485
H 0.155 -1.280 -3.373 -0.338
H 1.042 -1.225 -1.780 -0.823
H 1.688 -2.291 -3.105 0.414
H 3.386 -1.201 -4.364 0.453
H 3.403 0.547 -4.593 0.532
H 1.451 0.397 -6.112 0.191
H 1.135 -1.289 -5.764 0.069
H 2.615 -0.784 -6.667 0.552
H 2.092 0.507 -1.397 -0.989
H 3.418 1.127 -2.513 0.825
H 3.004 -1.774 -1.407 -0.777
H 4.190 -0.542 -0.704 0.189
H 5.935 -2.589 -3.088 0.320
H 4.929 -3.119 -1.719 0.253
H 6.127 -1.871 -1.383 0.296
C -0.330 0.011 0.052 -2.283
O 0.717 -0.701 0.289 0.020
O -0.693 0.528 -1.049 0.413
O -1.007 0.258 1.062 0.362
C 1.524 3.292 -0.259 1.068
C 2.680 2.688 0.238 0.927
C 3.763 3.492 0.534 -0.357
C 3.715 4.861 0.240 -0.179
C 2.569 5.454 -0.292 -0.837
C 1.434 4.629 -0.502 -0.283
N 4.946 5.644 0.368 1.010
O 5.768 5.333 1.191 -0.600
O 5.016 6.629 -0.322 -0.623
H 0.726 2.602 -0.428 -0.623
H 2.578 1.621 0.515 -0.646
H 4.699 3.082 0.872 0.576
H 2.691 6.540 -0.511 0.432
H 0.533 5.056 -0.926 0.137
C -1.874 4.634 -0.432 -1.001
C -2.081 5.712 -1.270 -0.530
C -2.100 5.515 -2.687 -0.846
C -1.882 4.198 -3.097 -0.755
C -1.700 3.111 -2.245 1.283
C -1.755 3.304 -0.891 0.277
N -1.807 3.965 -4.540 0.996
O -1.675 2.781 -4.860 -0.549
O -1.884 4.869 -5.367 -0.685
H -1.918 4.815 0.627 0.254
H -2.285 6.667 -0.815 0.460
H -2.259 6.321 -3.399 0.535
H -1.524 2.061 -2.504 0.224
H -1.560 2.452 -0.226 0.087
C -3.726 -3.611 -0.971 -0.466
C -3.734 -4.822 -1.746 -1.106
C -2.540 -5.266 -2.280 -0.645
C -1.376 -4.527 -2.061 -0.242
C -1.344 -3.442 -1.191 0.510
C -2.579 -2.907 -0.780 0.539
N -0.068 -4.946 -2.646 1.246
O 0.873 -4.319 -2.212 -0.648
O -0.064 -5.920 -3.370 -0.656
H -4.641 -3.185 -0.620 0.542
H -4.639 -5.351 -1.982 0.465
H -2.490 -6.115 -2.995 0.470
H -0.408 -2.939 -0.956 0.172
H -2.598 -1.924 -0.274 -0.188
C 2.894 1.880 3.941 0.020
C 3.776 2.593 4.716 -1.089
C 5.119 2.449 4.497 -0.489
C 5.548 1.605 3.467 -0.107
C 4.655 0.904 2.718 -0.817
C 3.301 1.013 2.957 0.239
N 7.017 1.413 3.207 1.049
O 7.289 1.079 2.086 -0.565
O 7.796 1.726 4.097 -0.631
H 1.846 2.019 4.197 0.451
H 3.367 3.212 5.475 0.547
H 5.918 3.025 5.033 0.412
H 5.030 0.247 2.034 0.634
H 2.674 0.424 2.293 0.395
C -5.360 0.616 -1.917 -0.989
C -6.586 0.793 -1.344 -0.574
C -6.796 0.947 0.050 -0.688
C -5.720 0.833 0.881 -0.252
C -4.431 0.633 0.319 0.374
C -4.257 0.547 -1.071 0.801
N -5.877 1.039 2.314 1.112
O -4.791 1.033 2.899 -0.583
O -6.988 1.298 2.778 -0.661
H -5.279 0.501 -3.023 0.466
H -7.421 0.840 -2.034 0.379
H -7.800 1.118 0.444 0.474
H -3.545 0.688 0.966 -0.212
H -3.279 0.434 -1.484 0.462
C -2.333 -0.412 -5.232 -0.013
C -3.032 -1.177 -4.321 -0.052
C -3.029 -2.521 -4.521 -0.551
C -2.315 -3.084 -5.585 -0.369
C -1.627 -2.328 -6.538 -0.715
C -1.647 -0.902 -6.374 -0.763
N -2.417 -4.459 -5.787 1.135
O -1.522 -5.064 -6.313 -0.621
O -3.376 -4.973 -5.258 -0.650
H -2.357 0.666 -5.131 0.419
H -3.558 -0.771 -3.440 0.190
H -3.630 -3.220 -4.013 0.898
H -1.195 -2.864 -7.390 0.497
H -1.320 -0.164 -7.081 0.555
C 1.965 -4.863 1.050 -0.854
C 2.993 -5.797 1.139 -0.909
C 4.330 -5.397 1.266 -0.727
C 4.550 -4.075 1.258 -0.865
C 3.550 -3.117 1.131 0.562
C 2.220 -3.480 1.069 0.569
N 5.942 -3.676 1.174 1.111
O 6.796 -4.491 1.130 -0.690
O 6.136 -2.498 1.205 -0.573
H 1.013 -5.296 0.860 0.527
H 2.817 -6.804 0.846 0.382
H 5.214 -5.996 1.250 0.585
H 3.873 -2.072 1.024 0.339
H 1.459 -2.776 0.882 0.753
C -0.590 3.210 2.714 0.097
C -0.012 4.420 3.066 -0.418
C -0.749 5.398 3.744 -0.743
C -2.064 5.050 4.052 -0.509
C -2.633 3.879 3.713 -0.393
C -1.911 2.924 3.060 0.350
N -2.949 6.061 4.630 1.037
O -2.416 7.129 4.935 -0.618
O -4.136 5.790 4.713 -0.615
H 0.007 2.511 2.102 0.065
H 1.008 4.615 2.747 0.639
H -0.325 6.365 3.922 0.537
H -3.624 3.688 4.147 0.540
H -2.353 1.994 2.721 -0.027
```

orbital gap	6.20	eV
HOMO	-7.166	eV
LUMO level	-0.0355	hartree
charge	0

=====

The following is a DFT calculation (ωB97M-V/def2-TZVPD) of 9 unconnected molecules or ions with the total composition C40H58FN10 at a distorted geometry.

The geometry in XYZ format:
```
109
Properties=species:S:1:pos:R:3:mulliken_charge:R:1
C 0.053 -1.367 1.602 -1.253
C -0.045 -2.618 0.748 0.553
F 0.915 -2.510 -0.271 -0.388
C -1.386 -2.787 0.059 -1.312
C -2.363 -3.713 0.788 1.545
N -1.707 -5.003 1.027 -0.362
C -3.633 -3.871 -0.094 -1.262
C -4.700 -2.800 0.122 -0.847
N -4.181 -1.558 0.763 0.040
C -3.402 -1.762 2.030 -0.994
C -2.827 -3.160 2.132 -1.346
H -0.219 -1.609 2.627 0.152
H -0.578 -0.574 1.230 0.222
H 1.084 -1.044 1.604 0.480
H 0.197 -3.515 1.304 0.163
H -1.802 -1.806 -0.155 0.160
H -1.184 -3.236 -0.906 0.503
H -1.934 -5.656 0.284 0.298
H -2.082 -5.406 1.880 0.391
H -4.068 -4.840 0.094 0.405
H -3.323 -3.866 -1.131 0.459
H -5.551 -3.189 0.654 0.389
H -5.074 -2.514 -0.851 0.440
H -4.994 -0.991 1.009 0.423
H -3.632 -0.987 0.120 0.370
H -4.049 -1.578 2.873 0.460
H -2.610 -1.032 2.088 0.332
H -2.044 -3.184 2.877 0.352
H -3.606 -3.825 2.492 0.647
N 1.037 -1.856 5.597 0.286
C 1.858 -0.965 6.233 -0.737
C 1.072 0.027 6.757 -0.068
C -0.276 -0.280 6.433 -0.915
C -0.265 -1.449 5.722 -0.370
H 1.343 -2.682 5.117 0.093
H 2.924 -1.111 6.255 0.403
H 1.422 0.881 7.312 0.442
H -1.151 0.290 6.696 0.416
H -1.068 -2.028 5.296 0.437
N 4.211 2.039 -0.552 0.048
C 4.307 0.674 -0.487 -0.854
C 3.049 0.157 -0.646 -0.203
C 2.159 1.253 -0.814 -0.641
C 2.904 2.399 -0.753 -0.423
H 4.983 2.677 -0.462 0.257
H 5.257 0.191 -0.335 0.399
H 2.794 -0.889 -0.645 0.555
H 1.093 1.205 -0.967 0.515
H 2.618 3.432 -0.835 0.311
N 4.516 4.120 -3.167 0.145
C 4.950 4.504 -4.406 -0.665
C 4.810 5.862 -4.505 -0.337
C 4.274 6.321 -3.273 -0.717
C 4.105 5.225 -2.469 -0.164
H 4.501 3.175 -2.824 0.175
H 5.321 3.776 -5.108 0.452
H 5.064 6.461 -5.363 0.401
H 4.041 7.338 -3.007 0.407
H 3.729 5.142 -1.465 0.321
N 0.599 -5.561 4.457 0.146
C 0.856 -5.889 5.764 -0.466
C 0.972 -7.250 5.835 -0.499
C 0.782 -7.763 4.523 -0.607
C 0.556 -6.699 3.694 -0.356
H 0.463 -4.631 4.109 0.178
H 0.933 -5.129 6.524 0.379
H 1.175 -7.816 6.728 0.402
H 0.812 -8.797 4.223 0.409
H 0.373 -6.651 2.633 0.418
N 4.572 1.938 -7.580 0.039
C 3.908 1.078 -6.749 -0.433
C 3.999 -0.178 -7.287 -0.473
C 4.751 -0.070 -8.488 -0.380
C 5.091 1.247 -8.640 -0.523
H 4.664 2.927 -7.435 0.217
H 3.429 1.432 -5.852 0.421
H 3.576 -1.075 -6.867 0.391
H 5.012 -0.869 -9.162 0.388
H 5.654 1.749 -9.408 0.364
N 3.176 3.097 8.599 -0.005
C 3.647 3.508 7.381 -0.453
C 3.546 4.872 7.332 -0.381
C 2.994 5.300 8.569 -0.422
C 2.777 4.183 9.329 -0.471
H 3.132 2.144 8.910 0.219
H 4.014 2.798 6.659 0.360
H 3.837 5.494 6.503 0.401
H 2.782 6.313 8.867 0.388
H 2.378 4.068 10.322 0.374
N -4.344 -0.221 -2.760 0.159
C -4.600 0.827 -3.609 -0.576
C -4.029 0.535 -4.816 -0.122
C -3.405 -0.738 -4.698 -0.939
C -3.615 -1.181 -3.424 -0.158
H -4.642 -0.275 -1.807 0.086
H -5.162 1.683 -3.277 0.273
H -4.051 1.165 -5.689 0.531
H -2.863 -1.265 -5.465 0.435
H -3.309 -2.091 -2.933 0.281
N -6.283 3.111 -5.804 0.010
C -6.394 3.565 -7.090 -0.496
C -6.137 4.910 -7.083 -0.408
C -5.859 5.283 -5.741 -0.490
C -5.956 4.153 -4.976 -0.339
H -6.423 2.160 -5.513 0.262
H -6.644 2.896 -7.895 0.374
H -6.147 5.556 -7.945 0.399
H -5.617 6.268 -5.380 0.400
H -5.822 4.003 -3.918 0.309
```

orbital gap	5.85	eV
HOMO	-9.422	eV
LUMO level	-0.1314	hartree
charge	+1

=====

The following is a DFT calculation (ωB97M-V/def2-TZVPD) of 3 unconnected molecules or ions with the total composition C27H33F2NO3 at a distorted geometry.

The geometry in XYZ format:
```
66
Properties=species:S:1:pos:R:3:lowdin_spin:R:1
C -1.744 3.666 -2.350 0.000
C -0.882 3.446 -3.160 0.000
C 0.192 3.175 -4.112 0.000
C 0.119 1.770 -4.756 0.000
C 0.957 0.711 -4.051 0.000
C 0.462 0.177 -2.684 0.001
C -1.089 0.086 -2.632 0.001
O -1.655 0.508 -1.610 0.014
O -1.589 -0.459 -3.620 0.001
C 0.980 -1.259 -2.578 -0.001
C 0.803 -1.935 -1.206 0.028
C 2.068 -2.716 -0.862 0.016
C -0.357 -2.940 -1.304 0.005
N 0.421 -0.973 -0.130 0.413
O 0.389 -1.524 1.024 0.462
C 1.029 0.384 -0.122 0.029
C 2.414 0.357 0.566 0.018
C 0.088 1.277 0.728 0.006
C 1.107 0.980 -1.549 -0.001
H -2.493 3.564 -1.601 0.000
H 1.155 3.317 -3.618 0.000
H 0.114 3.919 -4.909 0.000
H 0.523 1.879 -5.766 0.000
H -0.914 1.453 -4.861 0.000
H 1.089 -0.138 -4.721 0.000
H 1.948 1.150 -3.896 0.000
H 2.040 -1.253 -2.856 0.000
H 0.451 -1.838 -3.332 0.000
H 2.220 -3.449 -1.654 0.001
H 1.976 -3.251 0.081 0.002
H 2.957 -2.086 -0.839 0.000
H -0.428 -3.534 -0.396 0.000
H -0.160 -3.602 -2.147 0.000
H -1.286 -2.412 -1.507 0.000
H 2.397 0.884 1.516 0.002
H 2.755 -0.654 0.778 0.002
H 3.170 0.845 -0.048 0.001
H -0.636 1.762 0.083 0.000
H 0.646 2.049 1.253 0.000
H -0.473 0.673 1.438 -0.001
H 2.167 1.047 -1.809 0.000
H 0.716 1.995 -1.545 0.000
F -2.154 3.270 2.229 0.000
C -3.410 2.833 2.005 0.000
C -4.431 3.340 2.786 0.000
C -5.726 2.896 2.557 0.000
C -5.977 1.958 1.565 0.000
C -4.931 1.463 0.797 0.000
C -3.632 1.901 1.011 0.000
H -4.209 4.067 3.556 0.000
H -6.539 3.286 3.155 0.000
H -6.988 1.613 1.390 0.000
H -5.116 0.731 0.023 0.000
H -2.810 1.524 0.410 0.000
F 4.123 -0.955 3.434 0.000
C 3.398 -1.977 3.938 0.000
C 4.048 -2.933 4.694 0.000
C 3.307 -3.983 5.215 0.000
C 1.943 -4.065 4.971 0.000
C 1.317 -3.090 4.206 0.000
C 2.042 -2.030 3.683 0.001
H 5.113 -2.850 4.864 0.000
H 3.798 -4.740 5.813 0.000
H 1.369 -4.889 5.375 0.000
H 0.256 -3.150 4.005 0.000
H 1.564 -1.268 3.081 0.001
```

orbital gap (spin up / spin down)	7.57 / 7.59	eV
HOMO (spin up / spin down)	-4.824 / -4.851	eV
LUMO level (spin up / spin down)	0.1007 / 0.1006	hartree
charge	-1
multiplicity	2